Density functional theory data (ωB97M-V/def2-TZVPD) for C22H44N2O3Rb as an isolated structure at a distorted geometry.

XYZ file:
```
72
Properties=species:S:1:pos:R:3:forces:R:3
Rb 23.8409 -1.2197 24.4077 -1.1233 0.6767 -0.4394
C 23.2302 -2.7098 19.9526 0.6093 -0.0046 -0.6432
C 21.7253 -2.8870 20.1677 -0.2041 -0.2405 -0.0400
C 21.2476 -4.0977 19.3543 0.1543 -0.4547 0.0690
C 21.6052 -5.4619 19.9738 0.0582 1.0492 -0.7913
C 21.0790 -5.4572 21.4063 0.5033 -0.6809 -1.1503
C 21.6031 -4.2829 22.2278 -0.8547 -0.3983 0.7844
N 21.3292 -3.0205 21.5727 -0.1504 0.2649 -0.5855
O 21.8059 -1.9221 22.2912 0.6221 -0.1674 0.6334
C 23.0434 -4.5928 22.6422 0.7764 0.3170 0.0174
C 20.7734 -4.2888 23.5322 0.5240 -0.8694 0.2222
C 21.0039 -1.6729 19.5947 -0.0496 0.6078 -0.3012
H 23.4805 -2.6898 18.8801 -0.2886 0.1660 0.0386
H 23.8236 -3.5455 20.3229 -0.0688 0.0733 0.2860
H 23.5932 -1.7748 20.3756 -0.0795 -0.0856 0.2639
H 21.6903 -4.0071 18.3563 -0.1653 -0.0638 -0.0509
H 20.1576 -4.0964 19.2422 0.0193 0.3225 0.0410
H 22.6830 -5.6194 19.8546 -0.0075 -0.1107 0.4136
H 21.1170 -6.1990 19.3284 0.0213 -0.3197 0.3450
H 21.3866 -6.3998 21.8727 -0.2768 0.0712 0.2720
H 19.9934 -5.4428 21.2791 -0.0815 0.1353 0.5270
H 23.7013 -4.8382 21.8077 -0.1137 -0.2090 -0.0200
H 23.0922 -5.4037 23.3737 -0.1131 -0.0790 -0.0748
H 23.4921 -3.7124 23.1077 -0.1606 0.1049 -0.0139
H 20.7853 -5.3109 23.9456 0.0572 0.0556 -0.0798
H 19.7271 -4.0571 23.3512 0.0750 0.4863 -0.0196
H 21.2498 -3.6663 24.2893 -0.3816 0.3765 -0.1031
H 21.1840 -1.5878 18.5138 -0.0058 -0.1565 0.0492
H 21.3255 -0.7296 20.0376 0.1266 -0.1991 0.2361
H 19.9263 -1.7430 19.7556 0.0264 -0.1640 0.0558
C 24.1917 3.4694 23.6803 0.1095 -0.5114 -0.0847
C 23.9807 3.3094 25.1844 0.6164 0.7128 0.3351
C 23.8465 4.7302 25.7499 -0.6552 1.2778 -0.9579
C 23.4686 4.7483 27.2104 0.0457 -0.9501 0.3012
C 22.1233 4.0194 27.2954 -0.5280 1.0438 0.6427
C 22.0851 2.6128 26.7011 0.4476 0.5859 -0.4178
N 22.7555 2.6170 25.4115 -1.0564 0.2017 -0.8174
O 22.6437 1.4045 24.7294 0.7951 -0.7334 0.3834
C 20.6393 2.2436 26.4556 -0.5298 -1.0648 0.0671
C 22.7081 1.6488 27.6805 0.5229 -0.6019 0.9668
C 25.2755 2.6850 25.7758 -0.2358 -0.1991 -0.0676
H 24.2978 2.4890 23.2125 -0.0940 0.0319 0.0406
H 25.1061 4.0399 23.4907 -0.0967 0.1602 -0.0442
H 23.3159 3.9473 23.2438 0.0442 0.1059 -0.0662
H 23.0199 5.2361 25.2157 -0.1983 -0.5291 0.0843
H 24.6417 5.3974 25.3820 0.6169 -0.4755 0.7746
H 23.3846 5.7293 27.6812 0.0648 0.1492 -0.2577
H 24.1948 4.1755 27.8023 0.0803 0.2126 -0.0067
H 21.3679 4.6538 26.8117 0.1534 -0.1642 -0.3651
H 21.7662 4.0288 28.3381 0.2209 -0.4352 -0.0308
H 20.1637 2.8684 25.7028 0.1189 0.1990 0.0119
H 20.0478 2.2398 27.3799 0.1069 0.2835 0.0251
H 20.6098 1.2170 26.0789 0.0172 0.1367 -0.1167
H 23.6451 2.0458 28.0796 -0.1109 0.1185 0.1710
H 22.9888 0.6892 27.2431 -0.3392 0.0302 -0.3354
H 22.0364 1.4594 28.5272 0.0986 -0.0213 -0.0241
H 25.2096 2.5146 26.8481 -0.0094 0.0889 0.0635
H 26.1055 3.3711 25.5885 0.1710 -0.1975 -0.0659
H 25.4568 1.7106 25.3175 0.0350 0.1434 -0.0832
C 27.7512 -2.4411 23.9797 0.1713 -0.5715 -0.1004
C 28.3268 -1.0493 24.2338 -0.6598 -0.0147 0.6003
C 27.1535 -0.3912 24.9860 0.6798 -0.4072 -0.9147
O 26.4922 -1.4356 25.6811 -0.0154 -0.1563 0.5864
C 26.9785 -2.7374 25.2761 -0.0822 1.5433 -0.9365
H 28.5061 -3.1986 23.7591 0.0585 0.0556 0.1415
H 27.0641 -2.4706 23.1296 -0.0303 0.2787 0.0373
H 28.5638 -0.4666 23.3478 0.2168 -0.1670 -0.0839
H 29.1844 -1.1190 24.9058 0.1443 0.0297 -0.1817
H 26.4825 0.0061 24.2151 -0.0810 0.3615 0.2908
H 27.4920 0.3878 25.6650 -0.2988 0.0621 0.0745
H 26.0657 -3.2870 25.0641 0.2784 -0.7625 0.3496
H 27.6281 -3.1286 26.0571 -0.2420 -0.3541 0.0692
```
Positions in Å, forces in eV/Å.

net charge: -1
molar mass: 470.1 g/mol
relative energy (zero: lowest compared OMol25 entry of this formula, charge and spin): 5.28 kcal/mol
HOMO: -2.24 eV

Mulliken population analysis, charges in e, atoms 1 to 8: 0.80, -1.50, 1.81, -1.40, -0.64, -1.37, 1.77, 0.34


Density functional theory data (ωB97M-V/def2-TZVPD) for C10H14AsFeO3SSe3Te as an isolated structure at a distorted geometry.

XYZ file:
```
34
Properties=species:S:1:pos:R:3:forces:R:3
Fe 1.8833 -4.0057 -15.8921 0.1035 -0.8192 0.2264
Se 0.3768 -5.8327 -16.6781 -0.2232 -0.2741 0.2976
Se 1.8785 -7.5469 -17.1832 0.4468 0.0637 0.0124
Te 4.0898 -6.3120 -17.5819 -0.2047 -0.2298 -0.2258
Se 4.2289 -4.5794 -15.7757 0.5376 -0.3338 0.0454
C 3.5420 -3.0136 -19.3519 0.1447 -0.9140 2.3095
As 1.7905 -2.7065 -18.6003 -1.8295 0.8053 -0.9792
C 1.2229 -1.0667 -19.4980 -1.3011 -0.0967 1.9536
C 0.6591 -4.0737 -19.4566 -0.0490 0.1059 0.3655
O 1.5042 -2.4082 -16.9252 0.6341 0.0844 -2.4701
H 3.8407 -2.3551 -20.1726 -0.2950 -0.2435 0.2661
H 3.5449 -4.1211 -19.5038 0.3859 0.9904 -0.3227
H 4.0968 -2.8515 -18.3901 0.4500 -0.0974 -1.1042
H 1.9307 -0.2724 -19.2101 -0.4894 -0.1889 -0.4221
H 0.1748 -0.8718 -19.0987 1.4047 0.0730 -0.3376
H 1.1073 -1.2642 -20.5415 0.3736 0.0793 -0.7628
H 1.0943 -5.0394 -19.1943 -0.0553 0.0586 -0.1664
H 0.5938 -3.9547 -20.5564 0.2431 0.2805 0.5900
H -0.3335 -4.0529 -18.9869 0.3225 0.0605 -0.2458
O 3.2847 -6.2285 -8.3757 1.5365 0.2176 -0.8000
C 2.3427 -6.7202 -9.2407 -0.6200 0.0985 -0.5920
O 1.7428 -7.7324 -8.9484 0.4726 1.0179 -0.4296
C 2.1159 -5.8513 -10.4728 -0.0932 0.4195 0.5856
C 2.3351 -4.4483 -10.4395 0.1670 -0.5653 0.2962
C 2.0838 -3.6118 -11.5493 -0.0058 -0.0171 1.8277
C 1.4575 -4.1518 -12.6515 0.2968 -0.9028 -0.6452
S 0.9216 -3.1963 -14.0092 -0.6571 0.9429 1.0329
C 1.2696 -5.5611 -12.6790 0.5365 1.3032 0.2715
C 1.5703 -6.3948 -11.6455 0.1927 0.6398 0.6616
H 4.0433 -5.8472 -8.9118 -1.5380 -0.3552 0.8633
H 2.6459 -4.0206 -9.4708 0.0515 -0.0750 -0.6988
H 2.2877 -2.5351 -11.4505 -0.1872 -0.5806 -0.2240
H 0.9533 -5.9298 -13.6023 -0.8287 -0.8138 -1.2320
H 1.3393 -7.4299 -11.7286 0.0772 -0.7338 0.0529
```
Positions in Å, forces in eV/Å.

⟨S²⟩: 6.017
net charge: -1
multiplicity: 5
molar mass: 709.5 g/mol
HOMO (spin up / spin down): -3.91 / -3.69 eV

Mulliken population analysis, charges in e, atoms 1 to 8: 0.74, -0.48, -0.23, -0.08, -0.56, -0.76, 0.98, -1.19


Density functional theory data (ωB97M-V/def2-TZVPD) for C27H24ClFeNO2P as an isolated structure at a distorted geometry.

XYZ file:
```
57
Properties=species:S:1:pos:R:3:forces:R:3
C 3.9952 0.5295 0.3828 0.5708 1.3255 0.7791
C 2.7094 1.1434 0.4914 0.7451 0.4958 -0.0251
C 2.2637 0.9708 1.8095 0.5591 0.3437 0.5633
H 2.1413 1.6811 -0.2679 0.3942 -0.3827 0.0184
C 3.2564 0.2279 2.5376 0.2430 1.1838 0.0846
C 4.3780 -0.0252 1.6615 -0.2170 0.7538 -0.0376
H 5.3423 -0.5029 1.9251 -0.9820 0.3372 -0.2726
H 4.5936 0.5519 -0.5107 0.0652 -0.2554 -0.0448
H 1.3283 1.3899 2.1554 0.0645 -0.3156 0.3191
H 3.1435 -0.0773 3.5664 0.1645 -0.0464 -0.0117
Fe 2.6448 -1.0381 0.9817 -1.8003 -2.3355 -0.2615
Cl 0.8738 -2.3044 1.8675 -0.1619 0.1591 -0.0291
P -1.1613 0.4036 0.3184 0.4018 -0.0781 -0.0178
C -1.6126 1.1252 1.9083 0.4114 0.5490 0.6060
C -2.2829 2.3633 1.9675 0.0287 -0.2097 0.1327
H -2.4433 2.9423 1.0601 -0.2241 -0.2188 0.1687
C -2.7087 2.8618 3.1978 -0.0485 0.0064 0.1135
H -3.2704 3.7907 3.2436 0.1151 -0.1010 -0.1109
C -2.4405 2.1757 4.3822 0.1708 -0.3839 -0.3272
H -2.8263 2.5300 5.3389 0.1568 0.0067 -0.3092
C -1.6553 1.0180 4.3386 -0.0104 0.0134 -0.1155
H -1.4013 0.5052 5.2649 0.0457 0.1168 -0.2385
C -1.2014 0.5106 3.1225 -0.2686 -0.0180 -0.6825
H -0.5145 -0.3406 3.0576 -0.3999 0.0590 0.1604
C -1.1502 1.6540 -0.9807 0.8237 -0.1504 -0.4520
C -0.4763 2.8869 -0.7721 -0.2342 -0.3026 -0.1651
H 0.0473 3.0726 0.1716 -0.4176 0.0603 -0.2413
C -0.4113 3.8198 -1.8053 0.0146 -0.0369 0.1575
H 0.0838 4.7713 -1.6325 -0.0308 -0.1643 0.0033
C -0.9648 3.5489 -3.0600 -0.2127 -0.3185 0.3783
H -0.9509 4.3075 -3.8453 0.0403 -0.2856 0.2467
C -1.5117 2.2851 -3.2993 0.0930 0.0583 -0.0069
H -1.9048 2.0535 -4.2878 0.1940 -0.0663 0.2084
C -1.5379 1.3148 -2.2986 0.0504 0.0854 0.2514
H -1.7814 0.2787 -2.5527 -0.3016 0.4515 0.2211
C -2.2225 -0.9981 -0.0894 -0.3223 -0.6961 0.2309
C -3.5789 -0.9409 0.2975 0.5223 -0.1317 -0.4195
H -3.9235 -0.1058 0.9112 -0.0890 -0.2419 -0.3131
C -4.4367 -1.9600 -0.1164 -0.0997 0.0853 0.0806
H -5.4915 -1.8934 0.1237 0.0623 -0.0160 0.0689
C -3.9694 -3.0522 -0.8470 0.5442 0.4403 0.0697
H -4.6450 -3.8258 -1.1930 -0.0099 0.0909 0.1076
C -2.6050 -3.1563 -1.1238 0.2100 0.0670 -0.0215
H -2.2143 -4.0151 -1.6636 -0.1027 0.0695 0.1737
C -1.7170 -2.1605 -0.7264 -0.2454 1.0199 0.3886
H -0.6364 -2.2343 -0.8344 -0.2219 -0.1270 -0.2758
O 4.0469 -3.4349 0.0670 -0.8812 1.1280 -1.4128
C 3.5119 -2.8803 -0.9021 -0.0575 0.2622 0.0408
C 3.4372 -3.4225 -2.3293 -0.0948 -0.6074 0.1875
C 2.7376 -2.3405 -3.1342 0.0308 0.1282 -0.6921
C 2.2259 -1.3389 -2.1055 0.2888 -0.4690 1.1131
O 1.3822 -0.4662 -2.3221 0.9833 -0.7931 0.5359
N 2.8553 -1.6462 -0.8756 -0.7617 -0.8793 -1.4877
H 4.4471 -3.6556 -2.6728 -0.1361 -0.0932 -0.0111
H 2.8383 -4.3491 -2.3270 0.3945 0.2158 0.1062
H 3.4499 -1.8404 -3.8090 -0.2888 0.0423 0.1930
H 1.9141 -2.7086 -3.7659 0.2316 0.1693 0.2740
```
Positions in Å, forces in eV/Å.

⟨S²⟩: 8.783
net charge: 0
multiplicity: 6
molar mass: 516.8 g/mol
HOMO (spin up / spin down): -6.46 / -7.47 eV

Mulliken population analysis, charges in e, atoms 1 to 8: -1.14, 0.27, -0.12, 0.26, -1.26, -0.12, 0.41, 0.46


Density functional theory data (ωB97M-V/def2-TZVPD) for a 2-piece molecular cluster, Cl2HPS2 overall at a distorted geometry.

XYZ file:
```
6
Properties=species:S:1:pos:R:3:forces:R:3
P -0.3517 -2.0061 -0.1147 -1.2161 -0.4449 -0.5252
S 0.1355 2.6211 0.3837 0.3140 0.6177 -0.8018
S -0.8503 -1.9797 -1.9565 0.0114 -0.1270 0.3292
Cl 1.6378 -1.9544 0.0129 1.2769 0.0151 0.1326
Cl -0.6609 0.8226 -0.0076 -0.3607 -0.0221 -0.1617
H 0.0896 2.4964 1.6823 -0.0256 -0.0388 1.0270
```
Positions in Å, forces in eV/Å.

net charge: 0
molar mass: 167.0 g/mol
relative energy (zero: lowest compared OMol25 entry of this formula, charge and spin): 40.74 kcal/mol
SMILES: S=PCl.SCl
HOMO: -9.37 eV

Just the Mulliken charges please, in e? Sure, here they are: 0.33, -0.11, -0.20, -0.15, -0.05, 0.17